## a
This record from the Open Molecules 2025 dataset describes a structure of composition C6H15N3. The level of theory is wB97M-V/def2-TZVPD.

Structure (ORCA input):
```
! RIJCOSX wB97M-V def2-TZVPD def2/J DEFGRID3
* xyz 0 1
C -2.117 0.667 0.253
C 2.086 -2.233 -0.859
C -2.026 0.847 -1.254
C 1.162 -1.034 -0.727
N 1.116 -0.058 -1.569
H 1.784 -0.176 -2.323
H -2.060 1.601 0.803
H -2.987 0.127 0.623
H 2.772 -2.270 -0.010
H 1.510 -3.160 -0.866
H 2.674 -2.183 -1.775
H -1.304 1.618 -1.523
H -1.657 -0.069 -1.721
H -3.004 1.084 -1.678
C 0.667 1.579 0.956
C -0.111 0.406 1.444
N 0.361 -1.026 0.373
N -0.505 0.063 2.575
H 0.459 -1.831 0.981
H -1.268 -0.161 0.398
H -0.161 0.620 3.350
H 1.639 1.569 1.451
H 0.823 1.516 -0.122
H 0.147 2.501 1.220
*
```

Properties
Kohn-Sham gap in Ha: 0.3462
HOMO energy in eV: -8.6

=====

## b
This record from the Open Molecules 2025 dataset describes a cluster of 3 separate species, C6H15N3 in total. The level of theory is wB97M-V/def2-TZVPD.

Structure (ORCA input):
```
! RIJCOSX wB97M-V def2-TZVPD def2/J DEFGRID3
* xyz 0 1
C 0.729 1.590 -0.827
C -0.728 -2.300 0.962
C 2.030 2.117 -0.293
C -0.421 2.555 -0.794
C -1.105 -3.521 0.179
N 0.432 -0.073 0.411
C -0.412 -0.652 -0.345
N 0.173 0.362 1.706
N -0.779 -0.786 -1.523
H 0.823 1.063 -1.772
H -0.485 1.138 1.704
H 1.050 0.664 2.114
H -1.307 -1.635 -1.702
H -1.520 -1.838 1.544
H 0.177 -2.393 1.551
H -1.334 2.106 -1.184
H 1.922 2.465 0.739
H 2.386 2.978 -0.876
H 2.814 1.360 -0.335
H -0.222 3.444 -1.409
H -0.607 2.927 0.220
H -0.309 -3.815 -0.510
H -2.022 -3.371 -0.395
H -1.286 -4.385 0.834
*
```

Properties
Kohn-Sham gap in Ha: 0.2895
HOMO energy in eV: -7.0

=====

Calculated relative energies: a 0.0000; b 0.0670, given in hartree

=====

## a
This record from the Open Molecules 2025 dataset describes the molecule C24H29N5O2. The level of theory is wB97M-V/def2-TZVPD.

Structure (ORCA input):
```
! RIJCOSX wB97M-V def2-TZVPD def2/J DEFGRID3
* xyz 0 1
C -1.944 0.760 -3.051
C -1.683 1.414 -1.728
C -2.397 1.006 -0.608
C -2.178 1.610 0.617
C -1.239 2.625 0.674
N -0.562 3.034 -0.381
C -0.756 2.449 -1.556
C 0.111 2.998 -2.671
N 1.490 2.528 -2.674
C 1.617 1.113 -2.981
C 3.097 0.755 -3.141
N 3.789 1.073 -1.907
C 4.032 0.070 -1.037
O 4.021 -1.098 -1.389
C 4.360 0.425 0.414
C 3.749 -0.664 1.297
C 2.290 -0.721 1.043
N 1.598 0.111 0.337
N 0.326 -0.341 0.318
C 0.298 -1.424 1.019
C -0.888 -2.247 1.335
C -1.504 -1.795 2.674
C -2.792 -2.525 2.923
C -3.975 -2.069 2.354
C -5.161 -2.752 2.552
C -5.179 -3.903 3.321
C -4.005 -4.367 3.890
C -2.819 -3.682 3.690
O 1.521 -1.724 1.519
C 3.673 2.483 -1.616
C 2.197 2.848 -1.444
H -2.168 1.502 -3.816
H -1.077 0.188 -3.374
H -2.791 0.081 -2.972
H -3.129 0.215 -0.702
H -2.727 1.312 1.497
H -1.022 3.144 1.599
H -0.316 2.766 -3.648
H 0.152 4.085 -2.554
H 1.189 0.480 -2.188
H 1.099 0.916 -3.923
H 3.539 1.335 -3.956
H 3.215 -0.310 -3.338
H 5.443 0.448 0.546
H 3.935 1.384 0.695
H 3.937 -0.470 2.356
H 4.175 -1.637 1.041
H -0.601 -3.298 1.395
H -1.616 -2.113 0.536
H -0.794 -1.991 3.480
H -1.685 -0.720 2.623
H -3.963 -1.170 1.755
H -6.074 -2.385 2.107
H -6.105 -4.436 3.478
H -4.013 -5.264 4.491
H -1.905 -4.047 4.137
H 4.080 3.025 -2.476
H 4.251 2.757 -0.736
H 1.792 2.296 -0.585
H 2.092 3.919 -1.258
*
```

Properties
Kohn-Sham gap in Ha: 0.3239
HOMO energy in eV: -8.1
SMILES string: Cc1cccnc1CN1CCN(C(=O)CCc2nnc(CCc3ccccc3)o2)CC1

=====

## b
This record from the Open Molecules 2025 dataset describes the molecule C24H29N5O2. The level of theory is wB97M-V/def2-TZVPD.

Structure (ORCA input):
```
! RIJCOSX wB97M-V def2-TZVPD def2/J DEFGRID3
* xyz 0 1
C 4.884 0.201 -2.853
C 3.707 0.162 -1.884
C 2.753 -0.984 -2.220
O 3.045 1.413 -2.016
C 2.145 1.823 -1.088
C 1.951 1.263 0.170
C 1.002 1.794 1.030
C 0.203 2.867 0.659
C -0.940 3.331 1.528
N -2.195 2.617 1.294
C -2.151 1.250 1.783
C -3.311 0.404 1.260
C -3.383 0.361 -0.282
N -3.129 -0.938 -0.866
N -4.045 -1.397 -1.729
C -3.591 -2.544 -2.186
C -2.349 -2.859 -1.624
C -2.080 -1.799 -0.780
N -1.005 -1.585 0.069
C 0.052 -2.436 0.226
O 0.231 -3.435 -0.437
C 0.999 -2.020 1.301
C 2.353 -2.322 1.161
C 3.235 -1.940 2.155
C 2.728 -1.273 3.262
N 1.440 -1.029 3.430
C 0.598 -1.402 2.484
C -2.498 1.457 -0.886
C -2.717 2.726 -0.060
C 0.435 3.448 -0.586
C 1.388 2.943 -1.442
H 5.542 1.031 -2.606
H 5.445 -0.727 -2.797
H 4.520 0.339 -3.867
H 4.091 0.046 -0.860
H 3.267 -1.938 -2.141
H 2.386 -0.867 -3.237
H 1.898 -0.989 -1.547
H 2.539 0.423 0.505
H 0.908 1.366 2.019
H -0.691 3.199 2.585
H -1.139 4.391 1.353
H -1.189 0.777 1.520
H -2.198 1.288 2.878
H -3.232 -0.609 1.661
H -4.238 0.831 1.643
H -4.416 0.560 -0.588
H -4.162 -3.108 -2.897
H -1.734 -3.715 -1.793
H -1.021 -0.733 0.610
H 2.684 -2.845 0.277
H 4.290 -2.150 2.075
H 3.374 -0.928 4.057
H -0.447 -1.218 2.704
H -1.443 1.177 -0.869
H -2.779 1.626 -1.926
H -2.260 3.583 -0.552
H -3.795 2.917 0.007
H -0.131 4.318 -0.887
H 1.569 3.397 -2.403
*
```

Properties
Kohn-Sham gap in Ha: 0.3171
HOMO energy in eV: -8.4
SMILES string: CC(C)Oc1ccc(CN2CCC(n3nccc3NC(=O)c3cccnc3)CC2)cc1

=====

## c
This record from the Open Molecules 2025 dataset describes the molecule C24H29N5O2. The level of theory is wB97M-V/def2-TZVPD.

Structure (ORCA input):
```
! RIJCOSX wB97M-V def2-TZVPD def2/J DEFGRID3
* xyz 0 1
C -0.181 1.545 0.824
C 0.392 2.023 2.116
C -0.424 2.289 3.209
C 0.132 2.749 4.392
C 1.504 2.925 4.441
N 2.299 2.667 3.416
C 1.766 2.233 2.283
C 2.736 1.937 1.169
N 2.703 0.520 0.862
C 3.245 0.176 -0.435
C 3.224 -1.357 -0.576
N 2.265 -1.926 0.347
C 1.100 -2.424 -0.123
O 0.858 -2.472 -1.315
C 0.137 -2.996 0.912
C -1.164 -3.431 0.235
C -1.990 -2.237 -0.061
N -2.071 -1.158 0.643
N -2.935 -0.333 0.009
C -3.339 -0.950 -1.049
C -4.251 -0.431 -2.093
C -3.504 -0.334 -3.436
C -2.213 0.418 -3.254
C -1.011 -0.265 -3.123
C 0.169 0.421 -2.907
C 0.164 1.802 -2.816
C -1.030 2.492 -2.944
C -2.210 1.804 -3.160
O -2.782 -2.178 -1.152
C 2.621 -1.722 1.734
C 3.263 -0.330 1.888
H -1.227 1.279 0.936
H -0.101 2.323 0.064
H 0.366 0.677 0.464
H -1.490 2.132 3.128
H -0.483 2.963 5.253
H 1.999 3.281 5.336
H 2.432 2.480 0.270
H 3.739 2.281 1.467
H 2.611 0.640 -1.194
H 4.278 0.544 -0.571
H 4.208 -1.779 -0.348
H 2.937 -1.656 -1.585
H 0.613 -3.846 1.404
H -0.109 -2.237 1.654
H -1.725 -4.100 0.893
H -0.953 -3.950 -0.701
H -4.587 0.553 -1.768
H -5.114 -1.093 -2.194
H -3.295 -1.341 -3.802
H -4.145 0.174 -4.158
H -0.986 -1.343 -3.183
H 1.087 -0.138 -2.808
H 1.085 2.342 -2.652
H -1.042 3.570 -2.875
H -3.139 2.347 -3.259
H 3.320 -2.504 2.059
H 1.729 -1.775 2.355
H 3.023 0.084 2.867
H 4.363 -0.394 1.809
*
```

Properties
Kohn-Sham gap in Ha: 0.3455
HOMO energy in eV: -8.6
SMILES string: Cc1cccnc1CN1CCN(C(=O)CCc2nnc(CCc3ccccc3)o2)CC1

=====

Calculated relative energies: a 0.0046; b 0.0161; c 0.0000, given in hartree

=====

## a
This record from the Open Molecules 2025 dataset describes a cluster of 2 separate species, C7H9N in total. The level of theory is wB97M-V/def2-TZVPD.

Structure (ORCA input):
```
! RIJCOSX wB97M-V def2-TZVPD def2/J DEFGRID3
* xyz 0 1
C 0.572 0.903 1.313
C 1.231 1.173 0.063
C 1.571 0.193 -0.804
N 1.180 -1.064 -0.732
C 0.300 -1.227 0.362
C 0.039 -0.460 1.495
H 0.284 1.740 2.087
H 1.395 2.202 -0.165
H 2.323 0.442 -1.715
H -0.096 -2.133 0.626
H -0.882 -0.905 2.123
C -2.360 -0.355 -0.510
C -1.789 0.692 -1.019
H -2.375 -1.304 -0.884
H -3.174 -0.154 0.300
H -0.990 0.284 -1.753
H -2.129 1.763 -0.892
*
```

Properties
Kohn-Sham gap in Ha: 0.3650
HOMO energy in eV: -9.4
SMILES string: c1ccncc1.C=C

=====

## b
This record from the Open Molecules 2025 dataset describes the molecule C7H9N. The level of theory is wB97M-V/def2-TZVPD.

Structure (ORCA input):
```
! RIJCOSX wB97M-V def2-TZVPD def2/J DEFGRID3
* xyz 0 1
C 2.818 0.003 -0.052
C 1.334 -0.064 0.077
C 0.494 1.166 0.002
C -0.817 0.639 -0.210
N -0.807 -0.710 -0.123
C 0.554 -1.165 -0.058
C -2.297 -0.805 0.048
C -2.262 0.750 -0.032
H 3.383 -0.804 -0.544
H 3.057 0.811 -0.762
H 3.379 -0.012 0.955
H 0.793 2.181 0.267
H 0.950 -2.146 0.078
H -2.464 -1.076 1.045
H -2.878 -1.392 -0.686
H -2.848 1.198 -0.819
H -2.389 1.425 0.812
*
```

Properties
Kohn-Sham gap in Ha: 0.3235
HOMO energy in eV: -7.8
SMILES string: Cc1cc2n(c1)CC2

=====

Calculated relative energies: a 0.0452; b 0.0000, given in hartree

=====

## a
This record from the Open Molecules 2025 dataset describes the molecule C7H9N. The level of theory is wB97M-V/def2-TZVPD.

Structure (ORCA input):
```
! RIJCOSX wB97M-V def2-TZVPD def2/J DEFGRID3
* xyz 0 1
C -2.062 -0.093 -0.258
C -1.524 -1.235 0.115
C -0.034 -0.882 0.215
N 1.330 -1.173 0.338
C 1.848 0.013 -0.321
C 0.708 1.144 -0.094
C -0.975 1.097 -0.059
C -0.117 0.535 0.948
H -3.042 0.238 -0.578
H -2.059 -2.193 0.012
H -0.119 -0.599 -0.851
H 1.758 -1.995 -0.108
H 1.904 -0.193 -1.411
H 2.861 0.368 0.049
H 1.088 2.156 -0.056
H -1.466 2.060 0.015
H -0.100 0.753 2.044
*
```

Properties
Kohn-Sham gap in Ha: 0.3417
HOMO energy in eV: -8.1
SMILES string: C1=C[C@@H]2NC[C@H]3[C@@H]1[C@H]32

=====

## b
This record from the Open Molecules 2025 dataset describes a cluster of 2 separate species, C7H9N in total. The level of theory is wB97M-V/def2-TZVPD.

Structure (ORCA input):
```
! RIJCOSX wB97M-V def2-TZVPD def2/J DEFGRID3
* xyz 0 1
C -2.078 0.369 -0.412
C -1.797 -1.021 -0.172
C -0.695 -1.325 0.515
N 0.123 -0.404 1.037
C -0.084 0.898 0.883
C -1.224 1.319 0.146
H -2.822 0.670 -1.170
H -2.547 -1.683 -0.604
H -0.385 -2.366 0.699
H 0.687 1.522 1.458
H -1.425 2.392 -0.166
C 2.033 0.614 -0.353
C 2.083 -0.709 -0.340
H 1.049 1.122 -0.587
H 2.914 1.176 -0.133
H 1.164 -1.282 -0.487
H 3.003 -1.294 -0.314
*
```

Properties
Kohn-Sham gap in Ha: 0.3493
HOMO energy in eV: -8.6
SMILES string: c1ccncc1.C=C

=====

## c
This record from the Open Molecules 2025 dataset describes the molecule C7H9N. The level of theory is wB97M-V/def2-TZVPD.

Structure (ORCA input):
```
! RIJCOSX wB97M-V def2-TZVPD def2/J DEFGRID3
* xyz 0 1
C 1.801 -1.257 -0.382
C 0.596 -0.702 -0.375
C -0.003 0.287 -1.310
C -0.587 0.968 -0.088
C -0.591 2.446 0.046
N -1.248 0.187 0.740
C -0.579 -1.002 0.695
C -0.679 -2.065 1.484
H 2.449 -1.200 -1.245
H 2.126 -1.902 0.422
H -0.774 -0.109 -1.975
H 0.714 0.891 -1.864
H -1.336 2.874 -0.623
H -0.832 2.740 1.062
H 0.385 2.850 -0.222
H -0.142 -2.974 1.268
H -1.300 -2.032 2.365
*
```

Properties
Kohn-Sham gap in Ha: 0.3286
HOMO energy in eV: -8.4
SMILES string: C=C1CC(C)=NC1=C

=====

Calculated relative energies: a 0.1466; b 0.0236; c 0.0000, given in hartree

=====

## a
This record from the Open Molecules 2025 dataset describes a structure of composition C7H9N. The level of theory is wB97M-V/def2-TZVPD.

Structure (ORCA input):
```
! RIJCOSX wB97M-V def2-TZVPD def2/J DEFGRID3
* xyz 0 1
C 0.279 0.605 1.844
C -0.270 1.100 0.561
C -1.164 0.127 -0.242
C -0.604 -0.794 -1.311
C 0.714 0.104 -1.670
C 0.725 -0.606 0.824
C -0.596 -1.221 0.207
H -0.493 0.627 2.716
H 0.951 1.122 2.393
H -0.671 2.157 0.283
H -2.098 0.445 -0.199
H -1.406 -1.378 -1.910
H 1.330 -0.404 -2.323
H 0.542 1.027 -2.196
H 1.644 -1.192 1.080
H -1.140 -2.027 0.561
N 0.977 0.533 -0.240
*
```

Properties
Kohn-Sham gap in Ha: 0.3576
HOMO energy in eV: -8.5

=====

## b
This record from the Open Molecules 2025 dataset describes a structure of composition C7H9N. The level of theory is wB97M-V/def2-TZVPD.

Structure (ORCA input):
```
! RIJCOSX wB97M-V def2-TZVPD def2/J DEFGRID3
* xyz 0 1
C -0.133 -0.615 1.253
C 0.274 1.084 0.421
C 1.131 0.063 1.258
C -0.857 0.097 0.106
C 0.175 0.459 -0.958
C -2.367 0.209 -0.019
C 1.219 -0.509 -1.473
N 2.248 0.063 1.731
H -0.586 -1.121 2.725
H -0.288 1.174 -1.713
H -2.784 -0.723 -0.383
H -2.622 1.193 -0.508
H -2.871 0.060 0.994
H 2.177 -0.584 -0.897
H 1.823 -0.276 -2.390
H 0.714 -1.477 -1.614
H 2.745 0.903 1.466
*
```

Properties
Kohn-Sham gap (spin up / spin down) in Ha: 0.2735 / 0.2734
HOMO energy (spin up / spin down) in eV: -8.1 / -8.1

=====

Calculated relative energies: a 0.0000; b 0.1056, given in hartree